Entry 1:
Density functional theory data (ωB97M-V/def2-TZVPD) for 4 unconnected molecules or ions with the total composition C53H81N5O3 in a non-equilibrium geometry.

XYZ file:
```
142
C53H81N5O3 | the OMol25 dataset | ωB97M-V/def2-TZVPD
C 2.743 -4.339 -1.044
C 3.157 -3.970 -2.497
N 3.493 -2.553 -2.733
C 2.565 -1.630 -2.198
C 1.323 -1.429 -2.790
C 0.941 -2.164 -4.074
C 1.399 -1.372 -5.362
C 0.250 -0.581 -6.040
C 2.549 -0.389 -5.103
C 0.393 -0.558 -2.241
C -0.991 -0.324 -2.802
C -2.062 -1.093 -2.028
C -1.787 -2.101 -1.140
C -2.803 -2.779 -0.506
C -4.124 -2.496 -0.734
C -5.250 -3.252 -0.080
C -4.404 -1.462 -1.616
C -3.392 -0.793 -2.241
C 0.730 0.162 -1.097
C -0.193 1.156 -0.458
C -0.076 2.489 -0.806
C -0.864 3.503 -0.298
C -1.789 3.068 0.652
C -1.807 1.729 0.961
N -1.079 0.757 0.447
C 1.967 -0.016 -0.537
C 2.896 -0.901 -1.060
C 4.242 -1.002 -0.373
O 4.845 -2.048 -0.197
C 4.796 0.330 0.067
C 6.108 0.680 -0.066
C 6.467 1.951 0.347
C 5.562 2.829 0.871
C 5.925 4.245 1.302
C 5.133 5.235 0.401
O 5.010 4.667 -0.916
C 4.229 2.459 1.007
C 3.870 1.209 0.595
C 2.426 0.770 0.677
O 1.733 1.005 1.649
H 3.356 -5.185 -0.709
H 2.896 -3.546 -0.313
H 1.701 -4.678 -1.003
H 4.034 -4.578 -2.741
H 2.366 -4.332 -3.159
H 4.419 -2.413 -2.356
H 1.435 -3.131 -4.137
H -0.138 -2.310 -4.111
H 1.777 -2.099 -6.092
H -0.749 -0.983 -5.855
H 0.440 -0.545 -7.118
H 0.304 0.462 -5.702
H 2.891 0.037 -6.056
H 2.223 0.461 -4.490
H 3.418 -0.849 -4.626
H -1.101 -0.622 -3.841
H -1.227 0.743 -2.706
H -0.768 -2.408 -0.921
H -2.576 -3.592 0.181
H -6.134 -3.245 -0.728
H -5.545 -2.845 0.893
H -5.003 -4.311 0.059
H -5.440 -1.213 -1.829
H -3.642 -0.001 -2.947
H 0.671 2.749 -1.559
H -0.761 4.542 -0.585
H -2.449 3.776 1.141
H -2.524 1.429 1.730
H 6.827 -0.002 -0.506
H 7.494 2.291 0.240
H 6.989 4.452 1.175
H 5.556 4.391 2.320
H 4.108 5.370 0.768
H 5.662 6.186 0.278
H 4.305 5.119 -1.386
H 3.477 3.127 1.417
C 3.717 -5.121 2.899
C 3.868 -6.572 2.466
N 5.188 -7.118 2.724
C 5.427 -8.388 2.060
C 4.573 -9.591 2.478
C 5.654 -7.027 4.097
C 4.801 -7.683 5.190
H 4.486 -4.494 2.446
H 2.745 -4.741 2.580
H 3.769 -5.009 3.983
H 3.684 -6.614 1.388
H 3.073 -7.168 2.941
H 6.483 -8.651 2.171
H 5.286 -8.231 0.986
H 4.875 -9.988 3.446
H 4.698 -10.398 1.753
H 3.509 -9.350 2.514
H 5.766 -5.969 4.347
H 6.670 -7.426 4.151
H 3.739 -7.465 5.076
H 5.107 -7.304 6.168
H 4.932 -8.764 5.215
C -4.129 3.263 -2.464
C -4.766 4.029 -3.613
N -4.627 5.468 -3.489
C -5.467 6.212 -4.412
C -5.193 6.063 -5.913
C -3.269 5.960 -3.335
C -2.251 5.617 -4.430
H -4.511 3.606 -1.501
H -4.357 2.199 -2.555
H -3.041 3.361 -2.460
H -5.832 3.786 -3.621
H -4.354 3.652 -4.562
H -5.425 7.273 -4.150
H -6.504 5.916 -4.227
H -4.299 6.604 -6.220
H -6.026 6.485 -6.480
H -5.093 5.020 -6.214
H -2.879 5.586 -2.383
H -3.300 7.045 -3.205
H -2.303 4.570 -4.733
H -1.239 5.798 -4.058
H -2.379 6.240 -5.314
C -6.975 1.951 6.510
C -5.663 1.585 5.830
N -5.108 2.662 5.031
C -4.027 2.234 4.159
C -2.739 1.717 4.812
C -4.899 3.922 5.722
C -3.991 3.923 6.958
H -7.706 2.308 5.783
H -7.392 1.071 7.002
H -6.841 2.717 7.275
H -5.860 0.735 5.171
H -4.955 1.229 6.595
H -3.773 3.056 3.481
H -4.417 1.443 3.509
H -2.143 2.526 5.231
H -2.117 1.226 4.061
H -2.939 0.985 5.595
H -5.876 4.311 6.022
H -4.525 4.659 5.006
H -4.201 3.088 7.629
H -4.147 4.843 7.526
H -2.936 3.892 6.688
```

Values from the calculation:
HOMO-LUMO gap ... 7.72 eV
E_HOMO ... -7.941 eV
SMILES ... CCNc1c(CC(C)C)c(Cc2ccc(C)cc2)c(-c2ccccn2)c2c1C(=O)c1ccc(CCO)cc1C2=O.CCN(CC)CC.CCN(CC)CC.CCN(CC)CC

=====

Entry 2:
Density functional theory data (ωB97M-V/def2-TZVPD) for a molecular structure, C16H33NTa in a non-equilibrium geometry.

XYZ file:
```
51
C16H33NTa | the OMol25 dataset | ωB97M-V/def2-TZVPD
Ta -3.212 2.801 4.286
C -1.397 2.086 3.067
C -1.608 0.580 2.681
C -2.436 0.474 1.377
C -1.506 0.575 0.128
C -1.827 -0.448 -0.982
C -1.828 0.104 -2.428
C -0.693 1.094 -2.761
C 0.590 0.424 -3.302
C 1.535 -0.006 -2.149
C 3.025 0.107 -2.534
C 3.978 -0.787 -1.692
C 3.543 -0.982 -0.224
N 2.614 -2.097 -0.062
C 1.512 -2.023 0.719
C 0.828 -3.202 0.642
C 1.587 -4.021 -0.244
C 2.682 -3.323 -0.652
H -3.578 4.008 2.909
H -2.245 4.111 5.187
H -2.865 1.599 5.682
H -4.253 1.496 3.450
H -4.803 3.382 5.061
H -1.202 2.683 2.164
H -0.487 2.142 3.688
H -2.170 0.113 3.501
H -0.641 0.069 2.555
H -3.115 1.331 1.393
H -2.996 -0.466 1.319
H -0.458 0.458 0.439
H -1.593 1.605 -0.239
H -2.849 -0.806 -0.784
H -1.199 -1.343 -0.896
H -1.700 -0.760 -3.098
H -2.795 0.543 -2.700
H -0.426 1.773 -1.948
H -1.063 1.735 -3.576
H 1.111 1.183 -3.906
H 0.365 -0.418 -3.967
H 1.370 0.668 -1.302
H 1.262 -1.039 -1.910
H 3.330 1.154 -2.388
H 3.168 -0.085 -3.605
H 4.962 -0.298 -1.698
H 4.108 -1.729 -2.234
H 3.014 -0.074 0.078
H 4.442 -1.111 0.388
H 1.234 -1.158 1.307
H -0.104 -3.459 1.123
H 1.318 -5.026 -0.547
H 3.475 -3.639 -1.312
```

Values from the calculation:
HOMO-LUMO gap ... 7.17 eV
Net charge ... -1
Relative energy (zero: lowest compared OMol25 entry of this formula, charge and spin) ... 0.000 eV
E_HOMO ... -4.702 eV

=====

Entry 3:
Density functional theory data (ωB97M-V/def2-TZVPD) for a molecular structure, C26H44Br10F12FeO8 in a non-equilibrium geometry.

XYZ file:
```
101
C26H44Br10F12FeO8 | the OMol25 dataset | ωB97M-V/def2-TZVPD
Fe 0.963 1.749 0.728
C -1.307 1.016 -0.897
O -0.423 -0.008 -0.335
O -0.526 2.152 -0.524
C -1.696 0.786 -2.449
F -2.109 1.933 -2.958
F -0.694 0.295 -3.261
F -2.776 0.026 -2.609
C -0.801 -1.417 -0.425
C 0.323 -2.135 0.361
H 0.182 -3.196 0.568
H 1.191 -2.125 -0.298
H 0.841 -1.678 1.204
H -0.720 -1.734 -1.465
H -1.768 -1.619 0.037
H -2.264 1.174 -0.399
C 3.911 -1.697 4.035
O 4.064 -1.365 2.641
O 3.702 -0.428 4.551
C 2.963 -2.906 4.437
F 2.788 -3.198 5.733
F 1.752 -2.690 3.894
F 3.491 -4.063 3.937
C 4.415 -2.311 1.624
C 4.227 -1.681 0.216
H 4.938 -0.861 0.114
H 4.551 -2.357 -0.574
H 3.215 -1.314 0.045
H 3.740 -3.164 1.694
H 5.436 -2.692 1.651
H 4.881 -2.047 4.388
C 3.533 2.159 -0.541
O 2.268 2.876 -0.554
O 3.269 1.320 0.554
C 3.837 1.597 -2.026
F 3.595 2.540 -2.998
F 5.124 1.264 -2.282
F 3.014 0.572 -2.276
C 2.396 4.235 -1.073
C 1.156 4.968 -0.546
H 0.262 4.497 -0.956
H 1.041 4.933 0.537
H 1.202 6.002 -0.887
H 2.522 4.431 -2.137
H 3.194 4.812 -0.606
H 4.268 2.924 -0.291
C 0.064 1.161 3.356
O -0.255 2.331 2.499
O 1.336 0.786 2.739
C 0.094 1.624 4.888
F -0.013 2.989 4.908
F -0.963 1.264 5.592
F 1.232 1.364 5.594
C -1.654 2.674 2.558
C -1.697 4.068 1.911
H -1.379 4.058 0.868
H -2.610 4.662 1.952
H -0.951 4.624 2.478
H -2.086 2.785 3.553
H -2.305 1.923 2.110
H -0.647 0.358 3.162
Br -5.624 2.483 -2.500
C -4.502 3.638 -1.231
C -4.174 5.025 -1.867
Br -3.476 6.102 -0.405
H -3.551 3.135 -1.054
H -5.103 3.699 -0.324
H -5.108 5.422 -2.266
H -3.373 4.724 -2.543
Br 1.380 5.318 -5.246
C -0.224 4.288 -5.651
C -1.263 4.401 -4.558
Br -3.076 3.693 -5.127
H 0.104 3.267 -5.845
H -0.544 4.684 -6.615
H -1.438 5.453 -4.333
H -1.051 4.016 -3.560
Br -0.823 -4.393 -1.983
C -0.864 -4.155 -4.003
C -0.639 -2.704 -4.278
Br -0.414 -2.347 -6.252
H -1.767 -4.506 -4.504
H 0.015 -4.699 -4.348
H 0.270 -2.315 -3.821
H -1.480 -2.106 -3.927
Br -4.209 -2.518 -1.064
C -3.907 -4.010 0.293
C -3.968 -3.537 1.681
Br -4.114 -4.993 2.974
H -2.930 -4.462 0.123
H -4.734 -4.719 0.238
H -4.949 -3.081 1.805
H -3.169 -2.865 1.993
Br -0.051 -9.621 3.561
C 0.330 -8.261 2.127
C 0.495 -6.859 2.871
Br 0.756 -5.406 1.663
H -0.446 -8.197 1.365
H 1.348 -8.441 1.781
H 1.311 -6.655 3.565
H -0.375 -6.745 3.517
```

Values from the calculation:
HOMO-LUMO gap (alpha / beta) ... 7.33 / 6.00 eV
Net charge ... -1
Multiplicity ... 6
E_HOMO (alpha / beta) ... -5.596 / -5.349 eV
⟨S²⟩ ... 8.7635

=====

Entry 4:
Density functional theory data (ωB97M-V/def2-TZVPD) for a molecular structure, H12O6Zn in a non-equilibrium geometry.

XYZ file:
```
19
H12O6Zn | the OMol25 dataset | ωB97M-V/def2-TZVPD
Zn -18.768 21.890 -12.538
O -17.594 20.407 -13.448
H -17.704 19.902 -14.225
H -16.884 19.946 -13.024
O -20.255 21.347 -13.731
H -20.784 20.658 -13.315
H -20.012 20.956 -14.571
O -19.800 23.391 -11.398
H -20.264 22.997 -10.664
H -19.298 24.013 -10.900
O -17.950 23.348 -13.662
H -17.318 23.939 -13.213
H -17.401 22.770 -14.218
O -19.370 20.398 -11.072
H -20.074 19.721 -11.166
H -19.165 20.556 -10.178
O -17.171 22.387 -11.193
H -16.842 21.550 -10.933
H -16.987 22.976 -10.466
```

Values from the calculation:
HOMO-LUMO gap ... 12.93 eV
Net charge ... +2
Relative energy (zero: lowest compared OMol25 entry of this formula, charge and spin) ... 1.306 eV
E_HOMO ... -20.527 eV